(1)
84
Properties=species:S:1:pos:R:3 method="wB97M-V/def2-TZVPD" e_lumo_ev="-1.107 / -0.628" homo_energy_ev="-7.72 / -7.71" relative_energy_kj_mol=53.0 gap_ha="0.243 / 0.260" molar_mass_g_mol=991.23 spin_multiplicity=2 s2=0.81
C 0.5966 -3.6278 -5.2201
C -4.7617 -0.7413 -0.6015
C 0.3577 1.2451 3.9616
C -2.6307 1.3509 1.2400
C -3.1003 -0.8101 -2.8203
H -3.7696 2.5785 -1.4230
H -0.8518 1.7420 -1.4330
S 4.8252 -1.1045 0.7949
C -1.2879 1.4337 -0.4953
H 6.1484 3.7919 3.3003
C 3.7510 1.4654 2.7822
C -0.6151 3.6818 3.0251
H 3.3925 -0.2401 4.0399
H -0.9908 4.6376 2.6752
C -0.0821 -4.9382 -0.7894
C 1.0259 3.4819 1.0720
V 0.6666 -0.6832 -0.0464
H -1.7120 -7.6490 0.4444
C 0.6891 4.6389 0.3708
C 3.9767 0.6595 3.8921
C -1.6687 0.4189 1.4000
C 5.7487 2.1259 4.5937
S 1.2275 -2.4628 1.1154
C 0.0971 -3.5427 -3.9210
S 3.6014 -4.0209 -1.5917
C 0.8805 1.8046 2.8032
C -2.6329 -1.3607 -1.6175
C 2.7069 2.9712 -0.5919
Ge -0.8253 -2.1984 -1.4859
C -0.2844 -6.2302 -0.3181
H 0.7242 0.2915 4.3183
H 0.6092 -0.3361 -6.0084
C -1.1469 -4.0391 -0.8948
C 5.5364 2.9150 3.4718
H -3.4631 1.6262 1.8695
C 4.5369 2.5863 2.5614
H -2.5677 3.8087 -0.9669
C 4.9703 0.9929 4.7998
S 2.0834 -0.4504 -1.6975
H 6.5267 2.3862 5.3016
Sb 3.2212 -2.1932 -0.3574
H 1.0996 5.8610 -1.3439
C 0.3920 3.0211 2.3263
C -3.2030 3.0066 -0.5994
C -1.1332 3.1231 4.1862
H 0.8481 -4.5967 -5.6372
H 0.5597 -6.9077 -0.2393
H -3.2773 -3.8249 -0.6515
C -5.1934 -0.1813 -1.7967
H 1.1829 -2.5451 -6.9776
C -4.3593 -0.2198 -2.9085
H -4.6964 0.1915 -3.8534
C -2.4236 -4.4798 -0.5399
H 4.3847 3.2028 1.6867
H 2.9088 4.3964 -2.1868
C 1.3622 4.9594 -0.8011
H -1.5111 -0.2733 2.2067
H -0.0876 5.2993 0.7440
H -2.4839 -0.8595 -3.7091
N -0.8265 0.4726 0.2932
C -1.5564 -6.6469 0.0589
C -0.2152 -2.3109 -3.3540
H 5.1422 0.3650 5.6656
H 0.9203 -4.6413 -1.0716
H -1.9156 3.6399 4.7303
C -2.6277 -5.7743 -0.0647
H -3.1817 -1.7436 0.4295
H -1.0576 1.4758 5.5643
C 2.3772 4.1345 -1.2785
H -0.2375 -0.1848 -3.7107
H -6.1806 0.2619 -1.8680
H -3.8919 3.4071 0.1374
H -0.0410 -4.4504 -3.3466
H -3.6273 -6.0991 0.2031
N -2.3804 1.9739 0.0361
C -0.6484 1.9075 4.6575
C 0.7817 -2.4800 -5.9724
H -5.4146 -0.7382 0.2660
C 0.4619 -1.2398 -5.4271
C -3.4957 -1.3157 -0.5167
C 2.0302 2.6437 0.5770
H 3.4820 2.3203 -0.9660
As 2.2476 1.0058 1.6283
C -0.0238 -1.1619 -4.1297

(2)
88
Properties=species:S:1:pos:R:3 method="wB97M-V/def2-TZVPD" e_lumo_ev="-2.289 / -0.971" homo_energy_ev="-7.03 / -7.38" relative_energy_kj_mol=253.7 gap_ha="0.174 / 0.236" molar_mass_g_mol=790.74 spin_multiplicity=2 s2=0.87
C 1.1687 3.1479 -2.6104
H -1.6186 -5.1505 -7.5954
C -3.6467 -2.8143 1.6892
H 4.9801 -1.4345 -0.7053
H 4.4290 -1.9730 0.8641
N -0.4240 -0.8159 -3.5463
O -1.3939 -0.7130 -0.9453
H -1.4908 2.5186 -5.3855
C 0.4251 1.0026 7.0463
C -0.9538 -0.2718 5.0582
H 4.8641 0.0534 4.1222
N -0.8765 -1.9333 -4.1214
H -1.6451 -7.4500 -6.6102
C -0.0776 3.9559 -4.5320
C 2.9667 -1.7664 -0.5144
H -2.3759 5.8268 0.7802
C 2.3726 1.3305 1.3583
H 2.4983 -0.3166 4.3812
C -2.3185 4.8337 1.1945
C -0.2466 1.5921 -3.8323
C -2.2728 -2.7724 1.9315
C -1.4167 -6.5709 -5.9933
H -0.4410 -5.6112 -2.8493
C -0.6892 2.6824 -4.6497
C -3.3337 2.7134 1.7293
N -2.3080 2.3229 2.4557
H -1.4546 -0.8318 4.2721
H -5.2682 -2.4543 0.4120
H 1.6221 1.9577 5.5523
C -1.3805 -5.3129 -6.5674
C -0.7887 -4.2552 -4.4495
C 4.2220 0.3765 3.2883
S 2.6491 -0.9804 -2.0520
H 1.5384 5.0486 -3.6016
C 0.8502 1.2759 5.7446
N -0.0232 2.5731 2.8869
C -2.0575 -1.4553 -0.1276
O 0.6658 0.9475 -1.7089
H 5.7440 1.1670 1.9950
C 1.8999 0.7191 2.5582
C -1.2734 -0.5132 6.3699
C -0.5898 0.1312 7.4132
C -0.4727 -3.1022 -3.6017
H -1.2413 -3.2157 -6.2925
N 0.7105 -1.8478 0.0667
H 1.6655 1.7266 0.5883
H -0.2566 4.9471 1.9802
H 2.2727 5.4724 -1.7438
P 0.1673 0.8826 2.9019
V 0.4085 -1.1679 -1.7537
C -1.2410 3.1201 2.4982
H 3.0271 4.5165 -0.3768
C 0.5791 1.8093 -2.6520
C -1.1437 -4.1488 -5.8099
H -0.7966 -0.0748 8.4777
H -1.0645 -7.5928 -4.0675
O 2.0107 3.3268 -1.5799
H -1.7957 -3.2387 2.7978
H -4.1913 2.0839 1.6738
C 4.6825 1.0249 2.1543
H 4.1517 1.9389 0.3145
H 3.7357 4.3571 -1.9708
H 0.4802 -2.2464 2.0571
C -0.7022 -5.5441 -3.9021
N 1.9977 -2.0060 0.3851
H -1.6973 0.3048 -4.7279
C 2.8334 0.2249 3.5202
N 4.2800 -1.9336 -0.1507
C -3.4647 -1.5071 -0.3556
C 2.7984 4.5122 -1.4277
H -2.0529 -1.2503 6.5926
H -0.2896 4.7712 -5.2215
H -4.3160 -3.2625 2.3729
C -0.0788 -2.0577 1.1431
C 0.8990 4.1362 -3.5440
H -3.8438 -1.0041 -1.2379
O 0.0698 -3.2198 -2.4602
H 1.0259 1.4317 7.8722
C -1.0567 -6.6829 -4.6694
C -0.8466 0.3397 -4.0607
H 0.8090 3.1402 2.7566
H -4.1367 4.0814 0.2728
C 3.7496 1.4530 1.1973
C -1.2132 4.4239 1.9553
C 0.0517 0.6762 4.7296
C -4.2277 -2.1892 0.5710
C -1.4407 -2.0987 0.9936
C -3.3664 3.9094 1.0277

(3)
86
Properties=species:S:1:pos:R:3 method="wB97M-V/def2-TZVPD" e_lumo_ev="-2.555 / -6.522" total_charge=+1 homo_energy_ev="-8.36 / -11.11" relative_energy_kj_mol=180.4 gap_ha="0.213 / 0.169" molar_mass_g_mol=958.45 spin_multiplicity=6 s2=8.79
H 14.5103 14.0543 14.6397
C 20.5627 6.4684 9.7673
P 11.8768 8.8691 10.2374
C 8.3753 11.6510 9.1180
C 10.7601 11.0951 9.0814
H 9.9718 12.9425 8.2991
C 18.7015 7.9174 10.3619
H 16.0416 12.9998 12.8587
C 18.5347 10.7160 9.4964
C 9.2897 10.1155 10.7143
P 17.4461 9.1929 9.7984
F 14.0768 7.4592 12.3725
H 8.9392 5.0275 11.1757
S 13.1178 10.1178 11.3984
H 20.1272 6.6509 13.0832
C 16.8384 9.0771 5.7620
H 16.7087 10.5918 7.2308
C 11.1055 7.6300 11.3518
C 12.4135 13.9796 12.0234
C 12.9233 14.3866 13.2226
C 10.4427 6.9306 13.5361
H 11.7375 11.2442 8.6324
C 16.6096 6.8355 6.5954
C 15.2157 7.5808 11.5635
C 14.0079 12.7127 5.9739
C 13.2394 13.3409 11.0448
H 14.3309 10.1717 8.2710
H 21.2240 5.2173 11.4414
H 7.5227 12.1008 8.5793
H 12.8783 13.1482 10.0544
C 14.7154 13.5827 8.1483
H 16.9415 6.5659 8.7108
H 7.2301 10.3198 10.4236
H 16.2290 5.8428 6.5808
F 16.2844 7.0921 12.2534
C 9.5839 5.7851 11.5746
C 18.9941 7.8109 11.7016
C 19.5737 7.3657 9.4123
Cl 16.4971 10.1523 12.9375
C 14.2391 13.9586 13.5827
C 9.6718 5.9110 13.0047
H 19.6520 7.6977 8.3644
Ir 15.4598 9.5387 10.8135
C 16.7337 7.6579 5.5230
H 13.4610 12.9649 4.9704
C 14.4793 12.8427 11.3810
H 15.1081 14.3406 8.8102
H 9.0134 5.2743 13.6193
P 15.4267 11.8562 10.2121
H 19.0549 12.5423 10.2384
S 12.2148 7.8703 8.6174
C 20.6659 6.1195 11.1512
C 14.8113 12.2261 8.5786
C 14.4206 11.1334 7.7409
H 11.3185 13.9476 11.8162
C 11.1294 7.8416 12.7386
H 9.1917 9.5687 11.6623
H 17.0081 13.5957 10.6590
C 19.9280 6.8159 12.0610
H 17.0010 13.1046 8.9801
H 13.9712 10.4874 5.8016
H 18.3726 11.6355 11.4644
C 9.6946 11.9827 8.7017
H 10.6489 6.9289 14.6448
H 12.3499 15.0457 13.8896
H 21.2055 5.9978 8.9769
H 16.6606 9.7995 4.9852
C 10.2586 6.7099 10.7684
C 16.9734 8.6287 8.1670
H 18.4167 8.2719 12.4508
H 14.3733 14.8071 6.4714
H 16.6948 7.1549 4.5719
C 10.5674 10.1448 10.0561
H 10.1462 6.7779 9.6479
F 15.0707 6.6909 10.4946
C 16.8733 9.5171 7.0559
C 16.9044 7.3176 7.9184
C 8.1942 10.6766 10.1132
H 18.3259 11.0555 8.4587
C 14.9945 13.2351 12.6391
C 18.2349 11.8549 10.3674
H 11.8067 8.5733 13.1344
H 19.5621 10.3038 9.5632
C 17.0460 12.7083 10.0127
C 14.3220 13.7587 6.8460
C 14.1652 11.3525 6.4154

(4)
97
Properties=species:S:1:pos:R:3 method="wB97M-V/def2-TZVPD" e_lumo_ev=4.291 total_charge=-2 homo_energy_ev=-2.22 relative_energy_kj_mol=42.5 gap_ha=0.239 molar_mass_g_mol=1105.43
H 2.0133 -0.3654 2.5866
H -4.0385 -2.0495 3.8837
O 0.7721 -0.5726 -0.0486
Cl 3.4982 1.6933 -2.9411
H 5.3649 -1.2874 -3.4376
C 2.6865 -3.3244 -3.7647
H -4.8015 -1.9570 2.2741
H 3.7379 -0.2572 4.3580
C 0.8254 -3.4469 0.4067
C -1.0416 2.1322 2.4403
H 4.3213 -0.9288 -1.2334
F -6.1369 2.8511 1.2201
H -2.8711 -1.7584 -0.8280
C 4.2938 -2.4473 1.2422
H 5.8392 -1.5442 4.1185
C -1.4927 4.7143 -0.1230
S -2.6756 -0.8986 2.2540
C 2.9273 -0.9428 2.4925
C 3.3569 2.3033 1.5004
C -1.2504 -4.5778 0.9571
H -0.4011 -0.3866 -4.1166
F -5.3515 3.6011 -4.1169
H -0.4121 -1.8350 -1.8898
N -1.3480 3.5318 0.4711
H -1.6293 4.6939 -1.1940
C 3.8669 -2.6736 -4.0957
O -1.1173 2.0746 3.6653
C 3.8960 -0.8782 3.4833
C -4.4436 2.6272 -3.9135
H -1.0657 -2.4002 3.2421
C 0.9388 2.5176 -1.4068
C -3.3604 -0.5744 -2.6326
C -1.2524 5.8919 1.9357
S -4.4360 1.3700 -0.1446
C -1.1994 -1.1633 -2.1903
H 0.5024 3.4726 -1.1107
C 5.0746 -1.5991 3.3515
H 6.1905 -2.9537 2.1144
H -1.1549 -6.7159 1.1640
H -0.5103 -0.7039 3.1262
N -4.7578 2.3951 -1.2934
C -0.5425 -3.4159 0.6804
O -0.8605 1.1830 1.6224
C 0.7515 -5.8624 0.6567
S -3.6407 2.9627 -2.2447
C -1.4693 5.9159 0.5659
H 4.4672 -3.0582 0.3623
H 5.4403 1.7348 1.4770
C -0.6060 -5.8065 0.9467
C -4.8705 2.4132 1.3445
H 2.2253 -4.0070 -4.4695
C 3.1034 -1.7266 1.3520
C 2.1650 2.2982 -0.6413
H -2.9073 0.3556 -4.5998
H 1.1517 2.5530 -2.4748
H 4.3255 -2.8359 -5.0648
F -4.0833 3.4840 1.4435
O -3.6377 4.3968 -2.2753
C 4.5443 1.9049 0.8937
H -3.5138 -3.1564 2.5825
Si 1.7374 -1.8058 0.0276
C 3.8526 -1.5963 -1.9469
H -0.9214 4.5743 3.6193
C 1.4524 -4.6937 0.3963
H -1.6528 -1.1641 4.4139
C -3.8749 -2.1537 2.8108
F -4.7957 1.7194 2.4744
C 5.2710 -2.3893 2.2264
C -1.1002 4.6664 2.5574
H 1.2591 -6.8206 0.6321
H -1.0480 -2.4560 0.6688
C -2.5652 -0.1490 -3.7094
C -1.2431 -0.5037 -3.4477
H -4.4284 -0.4375 -2.5324
O -5.3893 0.3151 -0.0434
C 3.3921 1.9164 -1.2107
H 5.4641 1.4298 -0.9855
O -3.0356 1.0899 0.0010
H -1.1998 6.8127 2.5046
H 1.1674 -3.6044 -2.2881
C -1.3385 -1.3548 3.3885
C 4.5514 1.7165 -0.4773
C -1.1689 3.5117 1.7903
H 3.3271 2.4563 2.5735
C -2.5336 -1.2058 -1.6946
H -2.3109 -4.5300 1.1777
C 2.6529 -2.2171 -1.6001
H 1.3017 2.7979 1.2528
H 2.5139 -4.7528 0.1740
F -3.5447 2.7138 -4.8974
H -1.6032 6.8458 0.0296
F -5.0923 1.4721 -4.0121
C 2.2156 2.5029 0.7552
C 4.4502 -1.8096 -3.1809
Lu -0.9020 0.9164 -0.6783
O -2.3520 2.3174 -2.1999
C 2.0914 -3.0917 -2.5335

(5)
81
Properties=species:S:1:pos:R:3 method="wB97M-V/def2-TZVPD" e_lumo_ev=-2.713 total_charge=+1 homo_energy_ev=-10.58 relative_energy_kj_mol=48.0 gap_ha=0.289 molar_mass_g_mol=915.76
H 5.3973 -1.8174 4.0313
Pt 0.1804 -0.7199 -1.0068
H -0.3718 -4.0738 -0.6008
H -0.0202 5.9028 -6.0426
H -2.5025 -2.2118 2.6226
C 1.7806 -3.4624 4.0702
H -3.1012 1.9568 2.3715
C -5.0440 0.5014 -0.7739
C -1.5595 1.6346 3.8310
H 1.4036 -4.0774 4.8756
C -4.7491 -0.5851 -3.0174
H 0.8874 3.8446 -7.0602
H -4.8643 0.4203 0.3002
C 4.7255 3.9243 -1.2141
H 1.9076 1.5956 0.0471
H 3.9464 3.5518 -3.1787
C 0.9375 -3.1257 2.9978
C 4.5974 3.6634 0.1460
C 3.4111 -1.3238 0.7887
H -4.7871 -2.1000 0.1027
C 1.2386 3.0628 -3.7982
C -1.7765 -0.7070 -1.1850
H 0.7189 4.3245 -2.1331
C 1.3497 -2.3662 1.9255
H -6.1017 -2.0117 -1.0834
N 0.4949 1.1525 -1.9789
H 3.4921 2.6175 1.6607
H 6.3766 -0.4978 2.1821
C 4.6720 -0.8113 0.8951
C -1.7813 0.3842 1.7863
H -0.0936 -3.4466 3.0553
C -3.2937 -4.0788 1.9247
C 2.8444 2.5140 -1.6465
C -2.3826 -3.0316 1.9252
H -0.1226 1.8730 -1.6224
C 0.0034 -0.1198 3.3101
P -0.0917 -1.7130 0.9677
C 0.2816 5.2384 -4.0270
H -5.8298 -0.5515 -3.1691
H -1.9087 2.4129 4.4966
I 2.7014 -1.4683 -1.1723
H -4.1208 -4.0715 2.6223
C 0.7378 4.2185 -3.2114
H -3.8564 -5.9439 1.0310
C 0.3357 5.1005 -5.4104
C 5.3864 -0.9242 2.1015
H -6.1230 0.5340 -0.9361
C -0.4412 0.8856 4.1585
H 5.2811 4.1221 0.8478
H -1.9763 -5.9485 -0.5728
H 0.0922 1.0762 5.0806
C 0.8433 3.9450 -5.9845
H 3.6913 -3.1252 4.9501
C -1.1803 -4.0872 0.1213
H -2.3079 0.2016 0.8604
C 1.2945 2.9113 -5.1752
C -1.3221 -3.0376 1.0247
H -4.6131 1.4388 -1.1282
C -2.0872 -5.1337 0.1302
C 3.5297 -2.1737 3.0273
H 1.6825 1.9980 -5.6082
H -0.1114 6.1450 -3.5872
C -4.4372 -0.6949 -1.5200
C 3.8505 3.3472 -2.1192
C -2.2276 1.3777 2.6420
C -0.6654 -0.3896 2.1139
C -5.0168 -2.0001 -0.9592
H 5.1432 -0.3506 0.0368
S 1.7443 1.6786 -2.8042
C 2.7250 -1.9526 1.8686
C -2.9774 -0.6909 -1.3243
H 5.5064 4.5830 -1.5694
C 4.8384 -1.6373 3.1217
C 3.0376 -2.9468 4.1055
H 0.8803 -0.6800 3.5999
H -4.3502 -1.4437 -3.5581
C -3.1440 -5.1294 1.0316
C 3.5929 2.8244 0.6032
H -4.5983 -2.8626 -1.4794
H -4.3108 0.3198 -3.4392
C 2.7079 2.2417 -0.2959

| no. | energy (hartree) |
| --- | --- |
| 1 | -8743.91871 |
| 2 | -3912.41953 |
| 3 | -4229.96716 |
| 4 | -5961.32332 |
| 5 | -2756.90374 |